This record from OMol25 describes C5H8O3Tb as an isolated structure in a non-equilibrium geometry. The level of theory is ωB97M-V/def2-TZVPD.

Results
- 2S+1 = 7
- charge = +1
- relative energy (zero: lowest compared OMol25 entry of this formula, charge and spin) (kcal per mole) = 1.9
- highest occupied orbital energy (spin up / spin down) (eV) = -11.3 / -11.0
- expectation value of S² = 13.066
- frontier orbital gap (spin up / spin down) (eV) = 7.59 / 6.76
- total energy (a.u.) = -1245.0407

Each line ends with the Mulliken charge.
CARTESIAN COORDINATES (ANGSTROEM)
1 O 0.137 1.918 0.186  -0.379
2 C -0.255 2.300 -1.034  0.317
3 C 0.768 2.897 -1.944  -0.992
4 H -1.338 2.271 -1.247  0.374
5 H 0.617 2.474 -2.950  0.332
6 H 0.652 3.994 -2.017  0.317
7 H 1.803 2.686 -1.639  0.289
8 O 0.158 -0.622 0.874  -0.249
9 O -1.931 0.156 1.018  -0.795
10 C -0.333 -2.008 0.674  -0.644
11 C 0.625 -2.918 1.423  -1.198
12 C -0.685 0.402 1.022  0.834
13 H -0.202 -2.185 -0.408  0.212
14 H 0.387 -3.967 1.190  0.353
15 H 1.679 -2.743 1.140  0.297
16 H 0.546 -2.801 2.515  0.321
17 Tb -2.628 -1.855 1.195  1.612